The following is a quantum chemistry calculation of a cluster of 10 separate species, C69H151N7O10 in total at a distorted geometry, from the OMol25 dataset.

Bonds (Å) are listed after each position.
Cartesian coordinates (Å):
1 O 20.171 22.866 15.226  N15 1.432, H200 0.946
2 O 13.889 16.430 21.148  N14 1.425, H126 1.000
3 O 20.894 15.767 18.581  C22 1.396, H117 0.962
4 O 19.861 10.722 15.368  N17 1.413, H87 0.961
5 O 16.957 15.847 12.917  N12 1.372, H185 0.963
6 O 16.521 18.751 22.328  N16 1.465, H175 0.970
7 O 22.936 18.004 14.108  N11 1.430, H176 0.979
8 O 10.200 19.179 18.243  N13 1.433, H135 0.947
9 O 20.699 17.467 16.576  C42 1.434, H166 0.995
10 O 18.515 17.004 15.038  C27 1.444, H130 0.997
11 N 23.234 17.655 12.753  O7 1.430, C35 1.503, C43 1.528
12 N 15.978 15.594 11.989  O5 1.372, C26 1.487, C51 1.501
13 N 11.149 18.109 18.159  O8 1.433, C44 1.497, C72 1.484
14 N 14.825 15.902 22.085  O2 1.425, C40 1.451, C81 1.449
15 N 18.994 23.068 14.436  O1 1.432, C37 1.489, C62 1.517
16 N 17.823 18.953 21.687  O6 1.465, C21 1.501, C77 1.498
17 N 20.883 11.696 15.431  O4 1.413, C56 1.460, C73 1.423
18 C 21.466 10.569 17.552  C56 1.599, H110 1.108, H114 1.082, H220 1.125
19 C 21.543 13.938 15.802  C52 1.544, C73 1.556, H96 1.096, H195 1.105
20 C 12.977 16.503 16.806  C32 1.552, C34 1.559, H132 1.078, H142 1.087
21 C 18.863 19.263 22.723  N16 1.501, C31 1.486, C46 1.540, C66 1.538
22 C 20.213 16.109 19.751  O3 1.396, C76 1.554, H108 1.106, H210 1.111
23 C 13.991 17.373 23.813  C81 1.523, H143 1.099, H193 1.079, H237 1.119
24 C 24.475 19.917 12.848  C43 1.538, H93 1.087, H156 1.082, H174 1.109
25 C 18.678 20.464 14.363  C62 1.567, H89 1.111, H123 1.115, H194 1.064
26 C 14.685 16.112 12.508  N12 1.487, C29 1.549, C39 1.560, C61 1.549
27 C 17.360 17.209 15.881  O10 1.444, C55 1.539, H116 1.078, H141 1.113
28 C 23.464 18.486 9.998  C69 1.592, C86 1.524, H189 1.129, H224 1.079
29 C 14.332 15.398 13.836  C26 1.549, H167 1.072, H173 1.096, H231 1.081
30 C 19.402 13.400 14.546  C73 1.576, H102 1.078, H118 1.096, H201 1.073
31 C 18.696 20.378 23.691  C21 1.486, H115 1.104, H178 1.089, H205 1.060
32 C 11.638 15.901 17.307  C20 1.552, C44 1.555, H209 1.110, H233 1.104
33 C 20.282 20.068 20.645  C57 1.516, C66 1.497, H153 1.135, H206 1.097
34 C 13.451 17.642 17.761  C20 1.559, C72 1.468, H92 1.108, H97 1.074
35 C 21.938 17.659 11.991  N11 1.503, C50 1.530, C68 1.549, C69 1.585
36 C 12.448 19.669 16.586  C72 1.576, H125 1.104, H137 1.085, H181 1.044
37 C 19.297 23.474 13.035  N15 1.489, C65 1.494, C67 1.507, C78 1.498
38 C 22.285 18.706 17.792  C42 1.557, H121 1.107, H164 1.127, H198 1.065
39 C 13.628 15.673 11.447  C26 1.560, C58 1.514, H180 1.072, H208 1.074
40 C 15.505 14.793 21.444  N14 1.451, C49 1.620, C53 1.562, C80 1.539
41 C 16.658 17.573 10.480  C51 1.576, H134 1.080, H170 1.096, H204 1.117
42 C 21.116 18.825 16.772  O9 1.434, C38 1.557, H90 1.100, H218 1.138
43 C 24.487 18.449 12.389  N11 1.528, C24 1.538, C59 1.545, C86 1.557
44 C 10.543 17.004 17.352  N13 1.497, C32 1.555, C63 1.602, C64 1.534
45 C 17.155 21.344 20.833  C77 1.535, H120 1.091, H144 1.090, H186 1.142
46 C 19.060 17.996 23.577  C21 1.540, H140 1.133, H229 1.101, H234 1.121
47 C 23.123 12.123 16.421  C52 1.572, C56 1.494, H95 1.089, H129 1.108
48 C 19.451 12.928 17.083  C73 1.599, H154 1.106, H214 1.101, H235 1.062
49 C 16.152 15.366 20.074  C40 1.620, H104 1.061, H172 1.074, H202 1.109
50 C 21.307 16.357 12.486  C35 1.530, H182 1.075, H192 1.103, H236 1.061
51 C 16.409 16.023 10.617  N12 1.501, C41 1.576, C54 1.543, C70 1.593
52 C 22.595 13.537 16.858  C19 1.544, C47 1.572, H196 1.098, H203 1.104
53 C 16.692 14.446 22.398  C40 1.562, C84 1.558, H113 1.060, H169 1.079
54 C 15.320 15.571 9.621  C51 1.543, C58 1.546, H100 1.072, H232 1.084
55 C 17.209 16.044 16.875  C27 1.539, H165 1.075, H179 1.069, H227 1.100
56 C 22.018 11.149 16.168  N17 1.460, C18 1.599, C47 1.494, C85 1.600
57 C 19.030 19.797 19.836  C33 1.516, C77 1.543, H124 1.093, H221 1.118
58 C 13.933 16.116 10.032  C39 1.514, C54 1.546, H155 1.115, H158 1.094
59 C 25.654 17.650 13.012  C43 1.545, H103 1.077, H150 1.112, H191 1.093
60 C 17.151 22.292 12.420  C65 1.505, C74 1.542, H133 1.090, H139 1.068
61 C 14.643 17.616 12.874  C26 1.549, H128 1.089, H152 1.058, H213 1.065
62 C 18.116 21.873 14.755  N15 1.517, C25 1.567, C71 1.530, C74 1.533
63 C 10.127 17.440 15.868  C44 1.602, H106 1.103, H223 1.095, H225 1.078
64 C 9.333 16.511 18.154  C44 1.534, H168 1.063, H207 1.079, H212 1.096
65 C 18.033 23.498 12.239  C37 1.494, C60 1.505, H99 1.124, H101 1.093
66 C 20.190 19.340 21.950  C21 1.538, C33 1.497, H183 1.105, H230 1.074
67 C 19.867 24.864 13.151  C37 1.507, H187 1.105, H211 1.102, H219 1.102
68 C 21.092 18.949 12.123  C35 1.549, H111 1.082, H131 1.082, H188 1.099
69 C 22.422 17.394 10.505  C28 1.592, C35 1.585, H136 1.111, H157 1.021
70 C 17.788 15.342 10.201  C51 1.593, H147 1.095, H161 1.071, H171 1.045
71 C 17.809 21.903 16.254  C62 1.530, H163 1.093, H184 1.070, H226 1.086
72 C 12.464 18.724 17.848  N13 1.484, C34 1.468, C36 1.576, C83 1.563
73 C 20.328 12.968 15.746  N17 1.423, C19 1.556, C30 1.576, C48 1.599
74 C 16.851 22.106 13.922  C60 1.542, C62 1.533, H98 1.106, H146 1.122
75 C 16.700 19.285 19.684  C77 1.455, H122 1.077, H127 1.070, H159 1.078
76 C 19.881 14.837 20.577  C22 1.554, H107 1.094, H145 1.124, H216 1.097
77 C 17.671 19.926 20.557  N16 1.498, C45 1.535, C57 1.543, C75 1.455
78 C 20.301 22.578 12.378  C37 1.498, H149 1.094, H217 1.069, H222 1.082
79 C 13.160 15.031 23.721  C81 1.539, H119 1.101, H162 1.074, H215 1.086
80 C 14.663 13.532 21.181  C40 1.539, H91 1.058, H190 1.069, H199 1.071
81 C 14.374 15.942 23.461  N14 1.449, C23 1.523, C79 1.539, C82 1.581
82 C 15.613 15.529 24.352  C81 1.581, C84 1.538, H88 1.107, H197 1.102
83 C 12.756 19.661 19.064  C72 1.563, H112 1.117, H148 1.077, H151 1.104
84 C 16.179 14.191 23.847  C53 1.558, C82 1.538, H94 1.118, H105 1.107
85 C 22.573 9.915 15.314  C56 1.600, H109 1.102, H138 1.075, H160 1.074
86 C 24.726 18.411 10.850  C28 1.524, C43 1.557, H177 1.099, H228 1.089
87 H 19.887 10.480 14.438  O4 0.961
88 H 16.408 16.287 24.219  C82 1.107
89 H 18.852 20.340 13.273  C25 1.111
90 H 21.334 19.287 15.798  C42 1.100
91 H 14.497 12.896 22.011  C80 1.058
92 H 13.651 17.285 18.791  C34 1.108
93 H 23.599 20.502 12.579  C24 1.087
94 H 17.040 13.904 24.500  C84 1.118
95 H 23.803 11.686 17.151  C47 1.089
96 H 21.127 14.913 16.079  C19 1.096
97 H 14.381 17.983 17.345  C34 1.074
98 H 16.184 22.923 14.257  C74 1.106
99 H 17.457 24.402 12.577  C65 1.124
100 H 15.633 15.861 8.637  C54 1.072
101 H 18.264 23.647 11.181  C65 1.093
102 H 19.940 13.393 13.612  C30 1.078
103 H 25.691 16.600 12.774  C59 1.077
104 H 16.787 14.646 19.622  C49 1.061
105 H 15.393 13.412 23.876  C84 1.107
106 H 10.000 16.492 15.319  C63 1.103
107 H 19.088 14.313 20.035  C76 1.094
108 H 20.823 16.836 20.320  C22 1.106
109 H 23.609 9.650 15.580  C85 1.102
110 H 20.561 9.940 17.440  C18 1.108
111 H 20.914 19.148 13.172  C68 1.082
112 H 12.787 19.109 20.035  C83 1.117
113 H 17.405 15.231 22.362  C53 1.060
114 H 21.266 11.361 18.262  C18 1.082
115 H 18.851 21.370 23.230  C31 1.104
116 H 17.591 18.134 16.384  C27 1.078
117 H 20.772 16.491 17.959  O3 0.962
118 H 18.577 12.684 14.454  C30 1.096
119 H 12.232 15.324 23.206  C79 1.101
120 H 17.923 21.874 21.399  C45 1.091
121 H 22.689 19.716 17.998  C38 1.107
122 H 16.881 19.714 18.713  C75 1.077
123 H 17.931 19.706 14.694  C25 1.115
124 H 19.035 20.610 19.104  C57 1.093
125 H 12.578 19.159 15.615  C36 1.104
126 H 13.266 15.715 20.831  O2 1.000
127 H 16.818 18.222 19.641  C75 1.070
128 H 15.416 17.796 13.619  C61 1.089
129 H 23.761 12.289 15.530  C47 1.108
130 H 18.130 16.881 14.127  O10 0.997
131 H 20.158 19.018 11.580  C68 1.082
132 H 12.780 16.809 15.791  C20 1.078
133 H 16.189 22.361 11.912  C60 1.090
134 H 15.729 18.114 10.377  C41 1.080
135 H 9.848 19.101 19.119  O8 0.947
136 H 21.593 17.292 9.772  C69 1.111
137 H 11.482 20.160 16.538  C36 1.085
138 H 22.518 10.188 14.276  C85 1.075
139 H 17.637 21.459 11.961  C60 1.068
140 H 20.011 18.131 24.179  C46 1.133
141 H 16.458 17.360 15.248  C27 1.113
142 H 13.723 15.714 16.743  C20 1.087
143 H 13.159 17.679 23.163  C23 1.099
144 H 16.183 21.277 21.323  C45 1.090
145 H 19.496 15.140 21.589  C76 1.124
146 H 16.208 21.205 14.104  C74 1.122
147 H 18.209 15.880 9.346  C70 1.095
148 H 12.093 20.501 19.185  C83 1.077
149 H 21.136 22.367 13.051  C78 1.094
150 H 26.543 18.276 12.779  C59 1.112
151 H 13.761 20.094 18.920  C83 1.104
152 H 14.692 18.242 12.022  C61 1.058
153 H 21.246 19.861 20.083  C33 1.135
154 H 19.966 13.233 18.012  C48 1.106
155 H 13.108 15.663 9.435  C58 1.115
156 H 25.330 20.500 12.534  C24 1.082
157 H 22.863 16.474 10.547  C69 1.021
158 H 13.771 17.188 9.884  C58 1.094
159 H 15.651 19.506 19.792  C75 1.078
160 H 21.898 9.092 15.456  C85 1.074
161 H 18.472 15.405 11.023  C70 1.071
162 H 13.320 13.994 23.495  C79 1.074
163 H 17.149 21.084 16.551  C71 1.093
164 H 21.922 18.255 18.759  C38 1.127
165 H 16.918 15.123 16.403  C55 1.075
166 H 20.078 17.323 15.812  O9 0.995
167 H 13.434 15.781 14.280  C29 1.072
168 H 8.964 15.632 17.682  C64 1.063
169 H 17.186 13.578 21.989  C53 1.079
170 H 17.171 18.042 11.327  C41 1.096
171 H 17.635 14.344 9.931  C70 1.045
172 H 16.684 16.275 20.281  C49 1.074
173 H 15.157 15.565 14.539  C29 1.096
174 H 24.444 19.906 13.957  C24 1.109
175 H 16.308 17.816 22.177  O6 0.970
176 H 22.923 17.187 14.647  O7 0.979
177 H 25.259 17.462 10.697  C86 1.099
178 H 19.421 20.238 24.491  C31 1.089
179 H 18.099 15.961 17.461  C55 1.069
180 H 13.547 14.609 11.347  C39 1.072
181 H 13.246 20.325 16.736  C36 1.044
182 H 21.012 16.474 13.513  C50 1.075
183 H 20.431 18.279 21.757  C66 1.105
184 H 17.318 22.822 16.499  C71 1.070
185 H 17.671 15.226 12.740  O5 0.963
186 H 16.978 21.988 19.906  C45 1.142
187 H 20.880 24.903 13.591  C67 1.105
188 H 21.749 19.737 11.730  C68 1.099
189 H 22.932 19.465 10.176  C28 1.129
190 H 13.732 13.814 20.739  C80 1.069
191 H 25.646 17.835 14.089  C59 1.093
192 H 20.394 16.164 11.899  C50 1.103
193 H 14.793 18.068 23.621  C23 1.079
194 H 19.621 20.352 14.844  C25 1.064
195 H 21.992 13.988 14.794  C19 1.105
196 H 23.455 14.219 16.813  C52 1.098
197 H 15.178 15.470 25.363  C82 1.102
198 H 23.022 18.034 17.420  C38 1.065
199 H 15.122 12.840 20.505  C80 1.071
200 H 20.127 23.555 15.874  O1 0.946
201 H 18.843 14.314 14.588  C30 1.073
202 H 15.345 15.549 19.335  C49 1.109
203 H 22.136 13.492 17.861  C52 1.104
204 H 17.225 17.739 9.532  C41 1.117
205 H 17.721 20.296 24.097  C31 1.060
206 H 20.332 21.163 20.707  C33 1.097
207 H 8.535 17.238 18.171  C64 1.079
208 H 12.647 16.078 11.612  C39 1.074
209 H 11.770 15.488 18.329  C32 1.110
210 H 19.245 16.581 19.476  C22 1.111
211 H 19.246 25.535 13.767  C67 1.102
212 H 9.737 16.190 19.120  C64 1.096
213 H 13.714 17.783 13.367  C61 1.065
214 H 18.602 13.615 16.941  C48 1.101
215 H 12.950 15.129 24.782  C79 1.086
216 H 20.725 14.146 20.694  C76 1.097
217 H 19.843 21.629 12.195  C78 1.069
218 H 20.265 19.424 17.231  C42 1.138
219 H 19.923 25.364 12.171  C67 1.102
220 H 22.209 9.892 18.057  C18 1.125
221 H 19.072 18.767 19.405  C57 1.118
222 H 20.737 23.028 11.496  C78 1.082
223 H 10.894 18.098 15.445  C63 1.095
224 H 23.631 18.379 8.938  C28 1.079
225 H 9.228 18.032 15.812  C63 1.078
226 H 18.752 21.801 16.784  C71 1.086
227 H 16.296 16.120 17.485  C55 1.100
228 H 25.369 19.237 10.549  C86 1.089
229 H 19.100 17.087 22.958  C46 1.101
230 H 20.987 19.653 22.599  C66 1.074
231 H 14.240 14.329 13.708  C29 1.081
232 H 15.331 14.488 9.665  C54 1.084
233 H 11.376 15.082 16.615  C32 1.104
234 H 18.263 17.907 24.360  C46 1.121
235 H 19.103 11.935 17.228  C48 1.062
236 H 22.004 15.578 12.303  C50 1.061
237 H 13.726 17.428 24.898  C23 1.119

- LUMO (eV) = 0.5
- maximum force (Eh/bohr) = 0.065
- SMILES = CC1(C)CCCC(C)(C)N1O.CC1(C)CCCC(C)(C)N1O.CC1(C)CCCC(C)(C)N1O.CC1(C)CCCC(C)(C)N1O.CC1(C)CCCC(C)(C)N1O.CC1(C)CCCC(C)(C)N1O.CC1(C)CCCC(C)(C)N1O.CCO.CCO.CCO
- HOMO level (eV) = -8.05
- ΔE to the lowest compared entry with this formula, charge and spin (kJ/mol) = 149.9
- DFT total energy (hartree) = -3854.91940